255
Properties=species:S:1:pos:R:3 method="wB97M-V/def2-TZVPD" total_charge=0 total_energy_ha=-4235.2812 homo_ev=-8.05
C -23.82505 17.67086 18.16115
O -23.87985 16.25249 17.85483
H -24.44412 18.14894 17.40201
H -24.34711 17.90157 19.08977
H -22.93845 18.30027 18.08446
H -23.06615 15.94281 18.25928
C -22.52017 13.80362 15.35130
O -23.20015 13.68688 14.17487
H -21.68604 13.11163 15.23518
H -22.26327 14.81882 15.65371
H -23.10639 13.43468 16.19292
H -22.56876 13.59757 13.45726
C -28.23758 14.71107 14.82286
O -27.34770 15.13725 13.81097
H -29.24165 14.93448 14.46227
H -28.17520 13.62580 14.90291
H -28.08142 15.21294 15.77777
H -26.50872 15.31086 14.24405
C -18.55602 12.96349 14.02892
O -18.52274 12.15895 12.84099
H -18.39928 12.32363 14.89732
H -17.84620 13.78983 14.06659
H -19.49117 13.49994 14.18956
H -17.91106 12.60687 12.25209
C -29.28798 15.91081 9.56144
C -28.73461 14.64550 10.22957
C -27.24206 14.45440 10.20949
O -26.72053 14.07962 8.94169
C -26.82784 12.70212 8.59525
N -29.28670 14.65524 11.58163
H -30.37274 16.01574 9.54198
H -28.76844 16.23447 8.65953
H -28.98226 16.70217 10.24582
H -29.22929 13.78767 9.77404
H -26.84175 13.87967 11.04467
H -26.70379 15.40025 10.27065
H -26.69426 12.06128 9.46679
H -26.07801 12.44380 7.84751
H -27.88444 12.53822 8.38350
H -29.04738 13.90980 12.21971
H -28.92652 15.43879 12.10739
C -23.29065 17.56416 14.40937
C -24.77229 17.57631 14.38281
C -25.23262 17.47874 12.89144
O -24.86750 18.63518 12.15297
C -25.51533 18.63153 10.92092
N -25.25867 16.34969 15.04825
H -22.87291 18.44423 13.92041
H -22.77778 16.66135 14.07771
H -22.99552 17.65731 15.45451
H -25.14909 18.49384 14.83477
H -26.31939 17.42289 12.95389
H -24.77335 16.58106 12.47750
H -25.18612 17.78657 10.31612
H -25.18358 19.55045 10.43756
H -26.60302 18.59619 10.98228
H -24.59831 15.60471 14.87790
H -25.25647 16.51977 16.04382
C -26.11016 10.84403 14.65693
C -26.34000 11.07257 13.11622
C -27.85049 11.03421 12.79090
O -28.42170 9.71642 12.83018
C -28.36330 9.10476 11.49555
N -25.94579 12.39319 12.72095
H -25.02826 10.81211 14.78562
H -26.55907 9.88221 14.90489
H -26.57527 11.65577 15.21626
H -25.84567 10.27106 12.56729
H -28.20475 11.52746 11.88575
H -28.37207 11.66295 13.51253
H -28.73306 8.08031 11.45202
H -27.31201 8.98211 11.23509
H -28.87237 9.73814 10.76907
H -24.98217 12.60048 12.94132
H -26.51203 13.06672 13.21676
C -20.83205 15.29815 9.92573
C -21.93790 14.20207 10.11345
C -22.30713 13.82245 8.60166
C -22.97529 12.52229 8.38140
C -22.09081 11.39611 8.96510
C -21.81181 11.61108 10.50497
N -21.34673 13.01392 10.79006
O -21.18824 13.16456 12.21599
C -23.01525 11.19491 11.34082
C -20.76226 10.51348 10.84954
C -23.23416 14.79058 10.81576
H -20.48194 15.70894 10.87271
H -21.09845 16.08636 9.22156
H -19.98793 14.84637 9.40472
H -23.12929 14.47518 8.30825
H -21.52547 14.06465 7.88163
H -23.29790 12.39632 7.34788
H -23.85499 12.55327 9.02426
H -21.14136 11.47391 8.43539
H -22.59046 10.47076 8.67842
H -22.95433 11.12047 12.42657
H -23.80416 11.91535 11.12478
H -23.37656 10.25428 10.92516
H -19.85949 10.92454 10.39774
H -20.48721 10.59857 11.90083
H -20.88894 9.46825 10.56751
H -24.03623 14.23324 10.33186
H -23.35182 15.84490 10.56541
H -23.40638 14.71537 11.88943
H -20.30088 12.80267 12.27279
C -22.45015 13.03705 20.08007
C -22.02161 13.96564 21.19220
C -21.42314 13.17564 22.34720
C -19.98445 12.76213 22.19996
C -19.09275 13.95411 21.74680
C -19.59548 14.62937 20.47655
N -21.04397 14.98086 20.64947
O -21.47366 15.77506 19.54129
C -18.85087 15.95377 20.41674
C -19.22843 13.89216 19.22118
C -23.32540 14.61749 21.79139
H -22.96482 13.66456 19.35244
H -23.20947 12.34302 20.44045
H -21.69425 12.44893 19.55965
H -21.44407 13.74715 23.27513
H -22.00642 12.25680 22.40732
H -19.99320 11.93843 21.48614
H -19.60444 12.27216 23.09642
H -18.06231 13.63764 21.58511
H -19.00914 14.62136 22.60464
H -19.17099 16.74254 19.73595
H -18.87996 16.45665 21.38336
H -17.82652 15.89244 20.04925
H -19.73834 14.25842 18.33014
H -18.15303 13.91647 19.04501
H -19.57727 12.86080 19.27312
H -23.10574 15.37223 22.54652
H -24.14601 13.99553 22.14897
H -23.70944 15.23174 20.97695
H -21.90466 16.52553 19.95678
C -17.90519 12.58487 8.87700
C -16.69685 13.48253 9.20729
C -15.91601 13.65979 7.86754
C -14.88139 14.75165 7.95875
C -15.60369 16.06865 8.22729
C -16.49314 16.06218 9.55782
N -17.23717 14.79555 9.71977
O -17.80915 14.71317 10.95323
C -15.55022 16.32400 10.78236
C -17.47277 17.21895 9.34163
C -15.73668 12.72090 10.17878
H -17.69554 11.61647 8.42275
H -18.57740 13.09810 8.18938
H -18.55983 12.54550 9.74763
H -15.41443 12.74619 7.54839
H -16.50350 13.79968 6.96013
H -14.52931 14.76533 6.92727
H -14.12494 14.55690 8.71898
H -16.25572 16.34709 7.39938
H -14.85724 16.86293 8.22214
H -14.93267 17.17137 10.48454
H -15.96219 16.37575 11.79018
H -14.95474 15.41104 10.78508
H -18.29307 16.99298 8.66035
H -17.95104 17.44870 10.29378
H -16.98621 18.04344 8.82052
H -15.53877 11.74670 9.73171
H -16.23842 12.53196 11.12781
H -14.80840 13.24948 10.39559
H -18.69547 14.98813 10.70742
C -27.95903 13.58892 18.60451
C -28.40613 14.85723 19.30004
C -29.56983 14.35787 20.29584
C -30.05399 15.38405 21.27202
C -28.87494 16.10255 21.95683
C -27.58045 16.60081 21.10119
N -27.30237 15.51522 20.06362
O -26.29235 15.88325 19.25350
C -27.86195 17.97531 20.50260
C -26.29223 16.71284 21.98721
C -28.96926 15.83939 18.25831
H -28.67845 13.27026 17.85020
H -27.62628 12.75335 19.22031
H -27.06792 13.79486 18.01154
H -30.32245 13.82367 19.71592
H -29.15674 13.52380 20.86309
H -30.73828 15.01332 22.03519
H -30.55992 16.15458 20.69029
H -28.45471 15.40850 22.68471
H -29.34627 16.90614 22.52268
H -27.50452 18.76207 21.16695
H -27.41628 18.16526 19.52618
H -28.90467 18.25355 20.34953
H -25.47223 17.11077 21.38942
H -26.56943 17.25165 22.89326
H -25.96575 15.82289 22.52526
H -29.42950 15.26389 17.45514
H -28.15872 16.40304 17.79632
H -29.70271 16.55689 18.62621
H -25.61273 15.25874 19.51752
C -18.88065 20.42109 13.66203
C -18.29277 20.23190 15.03194
C -19.26799 20.52418 16.24970
C -20.43731 19.49310 16.42892
C -19.83205 18.17590 16.76639
C -18.85090 17.65885 15.64708
N -17.95205 18.78884 15.20524
O -16.97828 18.26003 14.39039
C -17.99576 16.55662 16.36137
C -19.71980 17.01580 14.54968
C -17.10228 21.14462 15.18578
H -19.21468 21.44793 13.51333
H -19.76864 19.79209 13.59937
H -18.27102 20.25166 12.77448
H -18.63488 20.60248 17.13352
H -19.55440 21.57058 16.14435
H -21.03033 19.34951 15.52570
H -21.15865 19.76891 17.19814
H -20.67666 17.48690 16.76349
H -19.23767 18.14913 17.67968
H -17.22829 16.91458 17.04763
H -18.65914 15.83966 16.84510
H -17.46853 15.91572 15.65470
H -19.01253 16.56856 13.85122
H -20.39178 16.25436 14.94558
H -20.24608 17.75206 13.94218
H -17.35419 22.20257 15.25910
H -16.42713 21.12855 14.33021
H -16.61674 20.90013 16.13055
H -16.22438 18.37212 14.97406
C -21.58805 9.81933 17.98633
C -22.14721 8.93080 16.85210
C -22.47573 9.80333 15.55937
C -21.15452 10.35880 15.01465
C -20.28721 9.15318 14.61772
C -19.98787 8.17300 15.73260
N -21.24539 7.85003 16.45515
O -21.16200 7.01207 17.58477
C -19.48514 6.85232 14.96715
C -18.85945 8.58230 16.65100
C -23.51081 8.41711 17.29920
H -22.35148 10.41702 18.48436
H -20.92158 10.63285 17.69978
H -21.14361 9.19066 18.75792
H -22.98555 9.23150 14.78400
H -23.07540 10.67070 15.83535
H -20.65037 10.97241 15.76126
H -21.47849 10.95531 14.16182
H -19.36881 9.63521 14.28264
H -20.67336 8.67177 13.71926
H -20.34676 6.38137 14.49395
H -18.74063 7.07382 14.20247
H -19.08205 6.09320 15.63749
H -18.48083 7.74995 17.24425
H -17.94740 8.77167 16.08496
H -19.14276 9.46612 17.22257
H -23.87055 7.73266 16.53094
H -24.29918 9.16978 17.29221
H -23.39410 7.76679 18.16613
H -21.44782 6.16876 17.22599